Entry 1:
Molecular formula: C31H77ClFN9NbO15P2
Method: DFT, ωB97M-V/def2-TZVPD

As for the charge: -1. The calculation puts the HOMO-LUMO gap at 5.3 eV. Its LUMO energy is 0.03964 Ha. The calculation puts the total energy at -4147.6461 hartree.

Geometry as XYZ:
```
137
Properties=species:S:1:pos:R:3:mulliken_charge:R:1
C -1.70 0.57 6.52 -1.06
C -2.49 -0.56 7.20 -0.63
C -2.37 -1.88 6.47 -0.86
C -0.96 -2.51 6.57 -0.70
C -0.50 -2.85 5.16 -0.23
C 0.80 -3.67 5.09 -0.89
C 1.77 -3.16 4.01 -0.14
C 2.61 -4.30 3.42 -0.87
C 4.08 -4.00 3.14 -1.19
C 4.51 -2.65 2.54 -0.46
C 4.60 -2.63 1.00 -0.90
C 5.00 -1.24 0.49 -0.61
C 4.75 -1.05 -1.04 -1.31
C 4.23 0.35 -1.46 0.11
C 2.72 0.24 -1.71 -0.74
C 2.05 1.48 -2.34 -0.89
C 0.62 1.63 -1.81 0.32
C -0.46 1.62 -2.90 -1.03
C -1.84 1.56 -2.24 -0.39
C -2.87 0.73 -3.03 -1.35
Nb -3.57 -1.11 -1.90 -0.48
C -3.13 -2.45 -3.68 -1.01
N -1.71 -2.60 -4.00 -0.48
C -5.70 -1.08 -2.75 -1.44
C -6.70 -1.79 -1.84 0.93
C -8.06 -1.11 -1.75 -1.39
F -6.93 -3.07 -2.38 -0.41
P -1.21 -1.54 -0.94 0.40
N -0.88 -0.65 0.36 -0.55
P -4.48 0.31 0.07 0.22
O -3.36 1.42 0.62 -0.37
Cl -6.03 1.58 -0.65 -0.36
H -1.28 0.27 5.57 0.27
H -2.36 1.40 6.31 0.37
H -0.94 0.97 7.18 0.25
H -2.25 -0.65 8.25 0.36
H -3.53 -0.26 7.17 0.36
H -2.66 -1.80 5.44 0.43
H -3.08 -2.57 6.92 0.40
H -0.28 -1.78 6.98 0.39
H -1.07 -3.39 7.19 0.30
H -0.35 -1.91 4.65 0.26
H -1.27 -3.34 4.59 -0.02
H 0.52 -4.70 4.91 0.43
H 1.26 -3.65 6.07 0.36
H 1.20 -2.71 3.22 0.14
H 2.42 -2.43 4.47 0.37
H 2.61 -5.08 4.18 0.47
H 2.09 -4.73 2.57 0.37
H 4.65 -4.16 4.05 0.44
H 4.44 -4.74 2.43 0.39
H 5.53 -2.49 2.87 0.29
H 3.95 -1.80 2.89 0.48
H 3.74 -3.04 0.49 0.52
H 5.45 -3.26 0.78 0.24
H 4.48 -0.50 1.08 0.38
H 6.06 -1.13 0.65 0.28
H 3.99 -1.77 -1.32 0.66
H 5.63 -1.28 -1.63 0.53
H 4.75 0.74 -2.32 0.36
H 4.37 1.01 -0.61 -0.21
H 2.60 -0.57 -2.42 0.23
H 2.26 -0.04 -0.77 0.38
H 2.06 1.44 -3.42 0.54
H 2.62 2.36 -2.06 0.18
H 0.46 2.52 -1.21 0.17
H 0.40 0.79 -1.16 -0.30
H -0.32 0.79 -3.59 0.46
H -0.35 2.57 -3.42 0.31
H -2.20 2.58 -2.21 0.48
H -1.66 1.21 -1.23 0.53
H -2.39 0.36 -3.94 0.48
H -3.74 1.29 -3.36 0.38
H -4.08 -2.62 -0.96 0.09
H -3.58 -3.42 -3.50 0.57
H -3.64 -2.06 -4.56 0.45
H -1.23 -3.22 -3.37 0.25
H -1.25 -1.70 -4.07 0.21
H -5.69 -1.65 -3.67 0.58
H -6.01 -0.08 -3.02 0.42
H -6.32 -1.97 -0.85 0.18
H -8.81 -1.89 -1.74 0.45
H -8.19 -0.45 -2.59 0.30
H -8.13 -0.56 -0.82 0.26
H -1.10 -2.92 -0.62 0.01
H -0.24 -1.36 -1.99 -0.19
H -0.69 -1.30 1.11 0.21
H -3.84 2.24 0.80 0.25
C -2.03 -4.33 -7.21 -0.64
N -2.14 -3.84 -8.61 0.86
O -2.01 -4.65 -9.51 -0.55
O -2.35 -2.65 -8.76 -0.52
H -1.84 -5.40 -7.24 0.32
H -1.21 -3.80 -6.73 0.27
H -2.96 -4.11 -6.71 0.24
C -2.52 -5.82 2.68 -0.83
N -2.08 -4.49 2.18 0.87
O -2.86 -3.58 2.26 -0.47
O -0.95 -4.42 1.72 -0.48
H -3.53 -5.73 3.05 0.33
H -2.46 -6.52 1.85 0.30
H -1.83 -6.12 3.47 0.28
C 2.47 3.99 0.78 -0.70
N 3.91 3.65 0.62 0.93
O 4.45 4.04 -0.40 -0.44
O 4.44 3.01 1.50 -0.59
H 2.17 4.56 -0.10 0.15
H 1.92 3.06 0.85 0.32
H 2.35 4.59 1.68 0.34
C -8.30 3.84 -0.81 -0.79
N -9.10 5.05 -0.47 0.89
O -9.11 5.42 0.68 -0.54
O -9.70 5.58 -1.38 -0.54
H -7.82 3.47 0.08 0.35
H -8.98 3.10 -1.22 0.31
H -7.56 4.14 -1.55 0.31
C 7.79 2.09 -1.11 -0.47
N 8.51 0.78 -1.15 0.89
O 9.50 0.70 -1.85 -0.57
O 8.04 -0.11 -0.48 -0.52
H 8.31 2.79 -1.75 0.33
H 6.78 1.91 -1.46 0.07
H 7.78 2.42 -0.08 0.27
C 3.15 6.68 -3.12 -0.49
N 1.77 6.48 -2.61 0.95
O 1.51 6.92 -1.51 -0.56
O 1.00 5.88 -3.32 -0.54
H 3.72 7.23 -2.37 0.12
H 3.58 5.70 -3.29 0.24
H 3.08 7.24 -4.05 0.30
C 5.38 7.20 1.01 -0.61
N 5.26 7.75 -0.37 0.91
O 5.33 6.96 -1.29 -0.53
O 5.10 8.94 -0.48 -0.55
H 5.52 6.13 0.94 0.17
H 6.24 7.68 1.47 0.29
H 4.47 7.44 1.54 0.28
```

Entry 2:
Molecular formula: C31H82FFeO11
Method: DFT, ωB97M-V/def2-TZVPD

As for the charge: 0. The calculation puts the HOMO-LUMO gap (alpha / beta) at 8.6 / 7.4 eV. The expectation value of S² is 8.76. Its LUMO energy (alpha / beta) is 0.02393 / -0.00706 Ha. The calculation puts the total energy at -3421.4217 hartree. Its spin multiplicity is 6.

Geometry as XYZ:
```
126
Properties=species:S:1:pos:R:3:lowdin_spin:R:1
Fe -0.37 -1.17 -0.47 4.35
C 3.45 -3.04 -2.36 0.01
C 2.68 -2.69 -1.04 0.02
O 1.55 -1.84 -1.11 0.17
H 4.13 -3.87 -2.16 0.00
H 3.93 -2.14 -2.75 0.00
H 2.85 -3.32 -3.23 0.00
H 3.41 -2.18 -0.41 0.00
H 2.44 -3.58 -0.46 0.00
C -1.49 -4.10 -3.28 0.00
C -1.91 -3.84 -1.84 0.02
O -1.56 -2.52 -1.48 0.16
H -0.40 -4.22 -3.25 0.00
H -1.90 -3.42 -4.02 0.00
H -1.79 -5.11 -3.57 0.00
H -1.48 -4.60 -1.19 0.00
H -2.99 -3.99 -1.78 0.00
F 0.49 0.23 0.61 0.12
C 0.74 -1.86 5.73 0.00
C -0.61 -1.44 5.08 0.00
C -1.36 -0.22 5.68 0.00
O -0.49 -1.13 3.70 0.00
H 1.44 -2.25 4.98 0.00
H 0.71 -2.69 6.44 0.00
H 1.24 -0.97 6.12 0.00
H -1.29 -2.29 5.17 0.00
H -2.25 -0.03 5.08 0.00
H -0.75 0.68 5.61 0.00
H -1.78 -0.33 6.68 0.00
H 0.02 -0.33 3.56 0.00
C 0.83 -3.87 2.32 0.00
C -0.37 -3.71 1.33 0.00
C -1.67 -4.21 1.88 0.00
O -0.55 -2.38 1.27 0.04
H 0.65 -3.49 3.32 0.00
H 1.62 -3.30 1.84 0.00
H 1.22 -4.88 2.46 0.00
H -0.06 -4.18 0.40 0.00
H -2.19 -4.89 1.21 0.00
H -2.38 -3.43 2.15 0.00
H -1.59 -4.73 2.84 0.00
H -0.56 -2.16 2.20 0.00
C -5.71 -2.28 -3.53 0.00
C -5.61 -1.17 -2.53 0.00
C -6.75 -1.24 -1.48 0.00
O -4.42 -1.07 -1.69 0.00
H -5.47 -2.02 -4.56 0.00
H -6.69 -2.77 -3.59 0.00
H -5.05 -3.13 -3.36 0.00
H -5.76 -0.26 -3.10 0.00
H -6.77 -0.46 -0.71 0.00
H -6.68 -2.11 -0.82 0.00
H -7.67 -1.21 -2.05 0.00
H -4.09 -1.97 -1.59 0.00
C -1.53 0.55 -4.18 0.00
C -0.32 -0.11 -3.51 0.00
C 1.04 0.22 -4.20 0.00
O -0.36 0.17 -2.09 0.04
H -1.53 1.59 -4.50 0.00
H -2.47 0.45 -3.64 0.00
H -1.74 0.06 -5.13 0.00
H -0.52 -1.18 -3.61 0.00
H 0.72 0.69 -5.13 0.00
H 1.65 -0.66 -4.41 0.00
H 1.65 0.90 -3.61 0.00
H -0.11 1.09 -2.05 0.00
C 3.42 1.12 5.07 0.00
C 3.10 0.66 3.58 0.00
C 3.92 -0.53 3.12 0.00
O 1.81 0.31 3.36 0.00
H 4.47 1.24 5.35 0.00
H 3.03 0.43 5.81 0.00
H 2.97 2.09 5.28 0.00
H 3.23 1.61 3.06 0.00
H 3.89 -0.74 2.06 0.00
H 3.61 -1.42 3.68 0.00
H 4.99 -0.41 3.32 0.00
H 1.50 0.43 2.46 0.00
C -3.24 1.90 0.32 0.00
C -2.83 0.51 0.92 0.00
C -4.00 -0.22 1.55 0.00
O -2.22 -0.23 -0.19 0.04
H -2.34 2.40 -0.01 0.00
H -3.71 2.43 1.15 0.00
H -3.91 1.71 -0.51 0.00
H -2.10 0.76 1.69 0.00
H -3.68 -1.23 1.78 0.00
H -4.86 -0.19 0.88 0.00
H -4.35 0.32 2.43 0.00
H -2.92 -0.22 -0.85 0.00
C 1.29 3.65 1.10 0.00
C -0.01 4.26 1.44 0.00
C -0.02 5.12 2.63 0.00
O -0.59 4.82 0.29 0.00
H 2.11 4.27 0.73 0.00
H 1.27 2.75 0.48 0.00
H 1.66 3.19 2.01 0.00
H -0.79 3.53 1.66 0.00
H -0.47 6.11 2.54 0.00
H 0.93 5.11 3.17 0.00
H -0.69 4.69 3.37 0.00
H -0.04 5.60 0.15 0.00
C -0.24 4.48 -3.92 0.00
C 0.79 3.76 -3.08 0.00
C 1.79 4.65 -2.36 0.00
O 0.08 3.06 -2.01 0.00
H -0.90 3.74 -4.38 0.00
H 0.16 4.89 -4.84 0.00
H -0.76 5.28 -3.40 0.00
H 1.32 3.02 -3.68 0.00
H 1.26 5.40 -1.78 0.00
H 2.36 5.17 -3.14 0.00
H 2.50 4.22 -1.66 0.00
H -0.16 3.62 -1.27 0.00
C 4.88 1.94 -2.57 0.00
C 4.71 0.76 -1.55 0.00
C 5.85 0.42 -0.54 0.00
O 3.53 1.07 -0.83 0.00
H 4.16 2.02 -3.39 0.00
H 5.87 1.96 -3.03 0.00
H 4.91 2.88 -2.03 0.00
H 4.42 -0.11 -2.15 0.00
H 6.78 0.20 -1.07 0.00
H 5.60 -0.39 0.15 0.00
H 6.10 1.29 0.06 0.00
H 3.14 0.24 -0.56 0.00
```

Entry 3:
Molecular formula: C31H82I2N3O12S11
Method: DFT, ωB97M-V/def2-TZVPD

As for the charge: +1. The calculation puts the HOMO-LUMO gap at 6.1 eV. Its LUMO energy is -0.13352 Ha. The calculation puts the total energy at -7272.1935 hartree.

Geometry as XYZ:
```
141
Properties=species:S:1:pos:R:3:mulliken_charge:R:1
C 0.39 -0.46 -6.35 -0.73
C 1.02 1.06 -6.12 -0.49
C 1.32 1.38 -4.51 -0.47
I 0.01 3.12 -4.04 0.09
C 2.91 1.67 -4.20 -0.17
C 3.21 2.34 -2.73 -0.97
C 2.93 1.16 -1.62 0.28
C 2.63 1.70 -0.10 -0.25
C 1.48 0.65 0.52 0.05
O 1.77 -0.21 1.51 -0.47
I -0.60 0.60 -0.28 0.11
N 4.12 0.20 -1.73 -0.26
C 4.01 -0.35 -3.16 0.49
N 4.15 -1.74 -3.24 -0.32
N 3.82 0.48 -4.40 -0.14
H -0.70 -0.37 -6.81 0.16
H 1.12 -1.01 -7.08 0.24
H 0.28 -1.02 -5.33 0.27
H 1.98 1.28 -6.74 0.34
H 0.18 1.81 -6.53 0.35
H 0.91 0.50 -3.85 0.25
H 3.25 2.49 -5.01 0.31
H 2.67 3.36 -2.53 0.46
H 4.38 2.57 -2.71 0.32
H 1.98 0.51 -1.94 -0.08
H 2.09 2.74 -0.20 0.32
H 3.57 1.80 0.59 0.30
H 4.01 -0.58 -1.03 0.22
H 4.34 -2.30 -2.36 0.21
H 4.17 -2.28 -4.14 0.24
H 3.50 -0.12 -5.22 0.37
C -1.53 -0.93 -10.29 -0.90
S -3.03 -1.35 -9.36 0.46
O -2.73 -1.14 -7.91 -0.61
C -2.95 -3.13 -9.68 -0.92
H -1.36 0.15 -10.20 0.32
H -0.68 -1.47 -9.89 0.32
H -1.68 -1.18 -11.35 0.40
H -2.01 -3.54 -9.32 0.28
H -3.05 -3.31 -10.76 0.35
H -3.78 -3.61 -9.16 0.33
C 1.77 2.59 -12.81 -0.92
S 0.00 2.22 -12.72 0.37
O -0.21 1.28 -11.57 -0.55
C -0.07 1.24 -14.24 -0.59
H 2.04 3.17 -11.92 0.33
H 2.34 1.66 -12.82 0.29
H 1.98 3.17 -13.70 0.35
H 0.62 0.39 -14.17 0.32
H 0.20 1.87 -15.09 0.10
H -1.09 0.87 -14.37 0.32
C -4.88 3.97 2.34 -0.91
S -3.89 4.32 0.86 0.50
O -4.75 5.14 -0.06 -0.63
C -3.88 2.63 0.24 -0.79
H -5.05 4.91 2.88 0.32
H -5.84 3.54 2.06 0.37
H -4.33 3.28 2.99 0.30
H -4.90 2.28 0.08 0.34
H -3.36 1.98 0.95 0.23
H -3.34 2.61 -0.71 0.25
C -4.84 2.57 7.29 -0.91
S -4.07 4.15 6.86 0.40
O -4.21 4.34 5.38 -0.53
C -2.37 3.63 7.18 -0.79
H -5.92 2.66 7.12 0.32
H -4.44 1.78 6.66 0.28
H -4.66 2.34 8.34 0.36
H -2.12 2.77 6.56 0.32
H -2.26 3.37 8.24 0.26
H -1.70 4.46 6.95 0.30
C -1.69 2.20 12.05 -0.99
S -0.91 3.77 11.62 0.39
O -1.06 3.96 10.14 -0.55
C 0.79 3.25 11.94 -0.96
H -2.76 2.28 11.88 0.37
H -1.28 1.40 11.42 0.27
H -1.50 1.97 13.10 0.46
H 1.04 2.39 11.32 0.29
H 0.89 2.99 13.00 0.37
H 1.46 4.08 11.71 0.32
C 4.32 -4.68 3.82 -0.95
S 4.47 -3.82 2.23 0.54
O 5.92 -3.46 2.05 -0.65
C 3.59 -2.33 2.74 -0.30
H 4.84 -5.64 3.74 0.33
H 4.78 -4.09 4.61 0.35
H 3.27 -4.86 4.04 0.29
H 4.10 -1.87 3.60 0.39
H 2.56 -2.58 3.00 0.12
H 3.60 -1.62 1.91 -0.15
C 8.89 -1.86 0.51 -0.72
S 8.96 -2.51 -1.17 0.50
O 10.22 -2.00 -1.80 -0.62
C 7.59 -1.52 -1.81 -0.76
H 9.69 -2.32 1.10 0.32
H 9.02 -0.78 0.50 0.31
H 7.93 -2.12 0.97 0.19
H 7.80 -0.46 -1.68 0.37
H 6.67 -1.79 -1.29 0.07
H 7.47 -1.74 -2.88 0.35
C -0.07 -4.10 2.49 -0.78
S 0.47 -5.67 1.77 0.44
O 1.88 -5.49 1.29 -0.54
C -0.61 -5.60 0.32 -0.90
H 0.51 -3.92 3.40 0.25
H 0.11 -3.29 1.79 0.18
H -1.13 -4.16 2.75 0.42
H -0.40 -4.69 -0.25 0.25
H -1.65 -5.61 0.64 0.37
H -0.42 -6.47 -0.30 0.32
C -0.33 2.86 -18.42 -0.96
S 1.33 3.21 -17.79 0.42
O 1.28 3.13 -16.30 -0.57
C 1.34 4.97 -18.24 -0.95
H -0.57 1.82 -18.21 0.31
H -1.06 3.50 -17.92 0.31
H -0.36 3.03 -19.50 0.39
H 0.50 5.48 -17.75 0.30
H 1.26 5.07 -19.32 0.38
H 2.28 5.41 -17.91 0.32
C -3.46 -1.51 13.23 -0.84
S -2.47 -1.16 11.76 0.49
O -3.32 -0.34 10.83 -0.59
C -2.45 -2.85 11.13 -0.99
H -3.62 -0.57 13.77 0.34
H -4.42 -1.94 12.95 0.26
H -2.91 -2.20 13.88 0.36
H -3.48 -3.20 10.97 0.29
H -1.94 -3.50 11.84 0.37
H -1.92 -2.87 10.18 0.33
C -6.52 -3.38 16.78 -0.94
S -6.45 -4.02 15.09 0.42
O -5.19 -3.51 14.46 -0.55
C -7.82 -3.04 14.45 -0.94
H -5.71 -3.83 17.36 0.31
H -6.39 -2.29 16.77 0.30
H -7.48 -3.63 17.23 0.38
H -7.61 -1.97 14.58 0.30
H -8.74 -3.30 14.97 0.39
H -7.94 -3.25 13.38 0.31
```